This record from the OMol25 dataset describes the molecule C9H16Cl3O3PS2 in a non-equilibrium geometry. The level of theory is the ωB97M-V functional and the def2-TZVPD basis.

Structure (ORCA input):
```
! wB97M-V def2-TZVPD RIJCOSX def2/J DEFGRID3
* xyz 0 1
C -1.86142 0.13332 1.60758
H 5.07592 0.59295 0.05458
C 4.73380 1.16605 0.89054
H 0.24998 1.82009 4.33897
C -0.26729 1.67306 3.32108
Cl -0.43489 2.01408 0.24742
O 2.61223 1.23614 -0.05083
P 1.92028 -0.09749 -0.71208
H 3.10200 0.00160 1.52353
H -3.50436 0.62371 2.86854
C 3.29834 1.02730 1.16261
H 4.96832 2.18440 0.52329
C -0.37402 0.46841 1.29666
C -1.68119 1.34910 3.79273
O 1.19486 0.30276 -2.18454
Cl -1.94623 -1.51527 2.45291
O 0.36707 0.74002 2.52953
H -2.22286 2.05938 4.40045
C -0.01152 -0.34192 -4.13233
H -1.03349 -0.80880 -4.26240
H 2.95865 1.77853 1.92588
H 5.47930 0.91306 1.64183
H -1.54585 0.40426 4.27959
H 0.71536 -0.48420 -4.94348
S 0.48358 -0.93953 0.52417
H -0.24803 2.67767 2.80005
C 0.40702 -0.81504 -2.74060
H -2.60837 2.00330 1.97896
Cl -2.85448 0.06579 0.19364
C -2.54455 1.03681 2.56476
H 0.99935 -1.73811 -2.62741
S 3.40411 -1.46284 -0.91025
H -0.34917 0.73079 -4.20713
H -0.49047 -0.80737 -2.15621
*
```

F_max (eV/A): 4.77
ΔE to the lowest compared entry with this formula, charge and spin (kcal/mol): 27.19
DFT total energy (eV): -84261.8688
Structure (SMILES): CCOP(=S)(OCC)S[C@]1(Cl)OCCCC1(Cl)Cl
HOMO level (eV): -8.69

Atom-resolved charges from natural (NBO), all expressed in e: -0.05 0.24 -0.65 0.21 -0.08 -0.04 -0.80 1.66 0.20 0.25 -0.08 0.21 0.12 -0.44 -0.80 -0.05 -0.54 0.23 -0.64 0.22 0.19 0.22 0.21 0.22 0.04 0.18 -0.08 0.23 0.05 -0.47 0.22 -0.61 0.23 0.19